Entry 1:
Below is a molecular structure, C26H71N3O15V at a distorted geometry, with properties calculated with ωB97M-V/def2-TZVPD.

```
! RIJCOSX wB97M-V def2-TZVPD def2/J DEFGRID3
* xyz 2 4
V -1.4575 1.1657 -0.6604
C 0.9700 2.2129 -2.1581
C -0.1021 3.0888 -2.6471
O -1.3604 2.4002 -2.4323
O 0.5252 1.5898 -0.9680
H 1.8744 2.8344 -1.9828
H 1.2366 1.4514 -2.8712
H 0.0180 3.3007 -3.6632
H -0.0811 4.0713 -2.1568
H -1.7781 2.3605 -3.2926
H 1.2882 1.1327 -0.5095
C -1.1741 -1.7489 0.4819
C -0.7154 -1.7677 -0.9274
O -1.3589 -0.7343 -1.6806
O -1.0722 -0.3910 0.8543
H -0.5223 -2.3056 1.1695
H -2.1998 -2.0619 0.6092
H -1.0652 -2.6948 -1.3643
H 0.3934 -1.8519 -0.9571
H -0.9976 -0.8623 -2.5709
H -1.1244 -0.3350 1.8162
C -2.5641 2.6850 -5.9775
C -1.5446 1.6042 -6.3057
O -1.6074 0.3057 -5.6597
O -2.9331 2.8029 -4.5992
H -3.4573 2.5135 -6.5822
H -2.1897 3.6729 -6.2973
H -0.5987 1.9868 -5.9272
H -1.5375 1.5459 -7.3634
H -2.0724 -0.3384 -6.2193
H -3.6185 3.4546 -4.4956
C -4.2934 -0.5460 2.7709
C -4.7548 0.6843 3.5121
O -4.0639 1.7766 2.8923
O -2.9009 -0.7582 2.9435
H -4.5550 -0.4080 1.7371
H -4.8553 -1.3811 3.2112
H -4.6023 0.6869 4.5822
H -5.8550 0.8745 3.3909
H -4.1357 2.5893 3.4530
H -2.8419 -1.2499 3.7551
C 1.9291 -2.3438 -3.9979
C 0.5254 -2.9175 -4.2041
O -0.5470 -1.8967 -4.1197
O 2.1690 -1.7788 -2.7667
H 2.0412 -1.6652 -4.8379
H 2.6140 -3.1518 -4.2511
H 0.3182 -3.6715 -3.4734
H 0.4736 -3.4107 -5.1804
H -0.3751 -1.3076 -4.8576
H 2.9801 -2.1498 -2.2868
C -4.4218 0.2199 -1.7886
O -3.6740 0.9774 -0.8992
C -4.3159 2.1028 -0.3275
C -3.3233 3.2332 -0.0104
N -2.1304 2.6843 0.6349
C -1.2443 3.7705 1.1756
C -0.4698 3.3316 2.4274
O 0.1064 2.0092 2.3121
C 0.7289 1.7238 3.5154
H -3.9530 -0.8034 -1.8522
H -4.3979 0.6557 -2.7532
H -5.4424 0.1786 -1.3653
H -4.7537 1.7039 0.6237
H -5.0693 2.5163 -0.9594
H -3.8566 3.9747 0.6306
H -2.9740 3.6585 -0.9612
H -2.3769 2.1796 1.5298
H -1.9325 4.5759 1.4756
H -0.7387 4.2346 0.3631
H -1.0829 3.3456 3.3269
H 0.2408 4.0687 2.6323
H 1.2673 0.7821 3.4619
H 0.0664 1.6567 4.3918
H 1.4767 2.4731 3.7486
C 1.7126 -4.4073 -0.4521
O 1.9183 -3.2938 0.4093
C 2.5733 -3.7111 1.6245
C 2.9334 -2.5274 2.4453
N 1.8036 -1.7808 2.8485
C 0.8545 -2.3599 3.7728
C 0.5574 -1.5001 5.0191
O 1.6723 -0.9929 5.6868
C 1.3881 -0.4578 6.9600
H 1.3563 -3.8722 -1.3651
H 0.9347 -5.1297 -0.1935
H 2.6341 -4.9195 -0.6530
H 3.3362 -4.4582 1.4029
H 1.8383 -4.1894 2.3087
H 3.6233 -1.9183 1.7451
H 3.5964 -2.8397 3.2758
H 1.2294 -1.5022 2.0404
H 1.3093 -3.3012 4.1778
H -0.0407 -2.7573 3.2558
H -0.1244 -2.2490 5.5202
H -0.0513 -0.6676 4.7492
H 0.5371 0.1920 6.9578
H 2.2993 0.0450 7.2241
H 1.2245 -1.3147 7.6275
C 4.3972 2.0526 -0.1869
C 3.8714 0.6509 -0.5314
C 4.9265 -0.4858 -0.3560
O 4.3419 -1.6789 -0.8059
C 5.0963 -2.8371 -0.4354
N 2.6148 0.2640 0.1414
H 5.3595 2.2317 -0.6601
H 4.5482 2.2928 0.8479
H 3.8015 2.8696 -0.6034
H 3.7153 0.5992 -1.6657
H 5.2400 -0.4903 0.6554
H 5.7514 -0.1804 -0.9910
H 6.0948 -2.6052 -0.7855
H 4.7326 -3.6921 -1.0033
H 5.0412 -2.9707 0.6285
H 2.4764 -0.7347 -0.0487
H 2.7022 0.3110 1.1451
*
```

Molecular weight (g mol⁻¹): 716.804
Largest force on an atom (eV/A): 3.5
Gap between HOMO and LUMO (spin up / spin down) (eV): 8.5 / 9.2
Total energy (a.u.): -3269.523177

Here are the Löwdin charges for atoms 1 to 8, given in e:
1 V 0.904
2 C -0.196
3 C -0.156
4 O -0.113
5 O -0.155
6 H 0.140
7 H 0.130
8 H 0.114


Entry 2:
Below is C6H16N2 in the gas phase at a distorted geometry, with properties calculated with ωB97M-V/def2-TZVPD.

```
! RIJCOSX wB97M-V def2-TZVPD def2/J DEFGRID3
* xyz 0 1
C -0.9058 0.0507 0.0822
N 0.4033 0.5943 0.5449
C 1.5201 0.7946 -0.4444
C 1.3932 1.9253 -1.4441
C 2.6931 1.1796 0.5351
C -1.5516 -0.7838 1.2070
N -2.5143 -1.7189 0.8023
C -2.0270 -2.6385 -0.2734
H -0.6149 -0.7068 -0.6728
H -1.5807 0.9584 -0.2284
H 0.4105 1.4391 1.1361
H 1.5889 -0.1922 -0.9918
H 0.7768 2.6991 -1.0152
H 2.2399 2.4066 -1.8430
H 0.9684 1.6035 -2.4314
H 2.4927 2.0935 0.9420
H 2.9773 0.4642 1.4684
H 3.5965 1.4386 0.0324
H -2.0402 -0.0051 1.8981
H -0.8522 -1.2923 1.8854
H -3.4086 -1.3373 0.5686
H -2.5204 -3.6661 -0.3658
H -0.9822 -2.9765 -0.0178
H -2.0629 -2.3299 -1.3744
*
```

Molecular weight (g mol⁻¹): 116.208
SMILES string: CNCCNC(C)C
Largest force on an atom (eV/A): 4.0
Relative energy (zero: lowest compared OMol25 entry of this formula, charge and spin) (kcal/mol): 59.0
Gap between HOMO and LUMO (eV): 9.4
Total energy (a.u.): -347.630753

Here are the Löwdin charges for atoms 1 to 8, given in e:
1 C -0.210
2 N -0.088
3 C -0.416
4 C -0.088
5 C -0.086
6 C -0.306
7 N -0.132
8 C -0.153


Entry 3:
Below is C4H5NO in the gas phase at a distorted geometry, with properties calculated with ωB97M-V/def2-TZVPD.

```
! RIJCOSX wB97M-V def2-TZVPD def2/J DEFGRID3
* xyz 0 1
N -2.2823 1.5596 0.3873
C -1.2380 1.3563 -0.0652
C 0.1054 0.9795 -0.5175
C 0.5778 -0.1154 0.4184
C 0.1516 -1.4883 0.1742
O 1.4839 -1.0577 -0.1030
H 0.7734 1.8481 -0.5062
H 0.0749 0.5944 -1.5428
H 0.7653 0.2054 1.4437
H 0.0437 -2.1688 1.0157
H -0.4557 -1.7131 -0.7047
*
```

Molecular weight (g mol⁻¹): 83.090
SMILES string: N#CC[C@H]1CO1
Largest force on an atom (eV/A): 1.1
Relative energy (zero: lowest compared OMol25 entry of this formula, charge and spin) (kcal/mol): 36.6
Gap between HOMO and LUMO (eV): 11.9
Total energy (a.u.): -285.356187

Here are the Löwdin charges for atoms 1 to 8, given in e:
1 N 0.148
2 C -0.220
3 C -0.121
4 C -0.330
5 C -0.100
6 O -0.027
7 H 0.127
8 H 0.132


Entry 4:
Below is 11 unconnected molecules or ions with the total composition C27H80N4O11 at a distorted geometry, with properties calculated with ωB97M-V/def2-TZVPD.

```
! RIJCOSX wB97M-V def2-TZVPD def2/J DEFGRID3
* xyz 0 1
C -19.5488 3.2721 14.8447
O -18.1424 3.4057 14.5531
H -20.1342 3.3422 13.9279
H -19.8027 2.3806 15.4181
H -19.9849 4.1028 15.3997
H -17.7929 2.7428 13.9531
C -19.5752 -0.5915 14.2196
O -20.5938 -1.3938 14.8205
H -18.5910 -1.0538 14.1448
H -19.9502 -0.3046 13.2372
H -19.4711 0.3332 14.7872
H -20.1348 -1.8999 15.4948
C -14.3504 1.5759 19.5409
O -14.9420 0.3256 19.1958
H -13.3765 1.3196 19.9578
H -14.2795 2.2970 18.7266
H -14.9275 1.9843 20.3705
H -15.2008 -0.1261 20.0024
C -17.0299 -3.4480 11.4153
C -17.5518 -2.1191 11.9578
O -17.5726 -1.2564 10.8999
H -17.5803 -3.8483 10.5639
H -17.1743 -4.1817 12.2083
H -15.9774 -3.4844 11.1340
H -16.9056 -1.7701 12.7632
H -18.5532 -2.2456 12.3693
H -16.7069 -1.3225 10.4903
C -13.6800 3.7299 15.8319
C -12.8952 3.8137 14.5115
O -11.5455 3.6371 14.8422
H -14.7358 3.8992 15.6206
H -13.3287 4.4063 16.6111
H -13.5339 2.7114 16.1918
H -13.0911 4.8011 14.0934
H -13.1322 3.0479 13.7730
H -11.1166 4.4926 14.7665
C -15.3278 -4.7922 14.6052
C -16.5682 -4.1898 15.2374
O -16.2388 -3.1300 16.0968
H -15.5933 -5.5422 13.8601
H -14.7535 -5.3770 15.3237
H -14.6521 -4.1268 14.0679
H -17.1285 -4.9799 15.7374
H -17.2325 -3.7322 14.5044
H -15.8487 -3.5524 16.8656
C -16.1673 0.9949 16.2818
C -15.0889 0.3643 15.4193
O -15.6733 -0.5613 14.5469
H -16.8589 1.5623 15.6590
H -15.7534 1.7804 16.9141
H -16.7019 0.2362 16.8533
H -14.3160 -0.1220 16.0145
H -14.6568 1.1762 14.8344
H -15.6134 -1.3908 15.0263
C -18.8901 -3.9468 18.7421
C -19.3261 -2.6052 18.1836
C -18.4966 -1.3986 18.7322
O -18.5491 -1.2350 20.1198
C -19.7968 -0.8625 20.6591
N -19.1553 -2.7694 16.7688
H -17.9023 -4.3195 18.4714
H -19.6019 -4.7050 18.4158
H -18.9160 -3.9454 19.8318
H -20.3641 -2.5249 18.5065
H -18.8079 -0.4766 18.2411
H -17.4642 -1.5483 18.4163
H -19.6875 -0.0471 21.3741
H -20.3291 -1.6530 21.1881
H -20.5100 -0.5333 19.9034
H -19.6914 -3.5910 16.5287
H -18.1862 -2.9679 16.5652
C -12.6190 -2.4796 16.4404
C -13.3783 -2.1900 17.7406
C -13.5641 -3.5091 18.5667
O -14.6786 -4.2431 18.0113
C -14.8341 -5.5803 18.5062
N -12.4955 -1.2659 18.4250
H -12.3257 -1.5883 15.8858
H -13.3285 -2.9950 15.7930
H -11.7214 -3.0411 16.6994
H -14.3733 -1.7617 17.6197
H -13.8436 -3.3304 19.6050
H -12.6061 -4.0237 18.6406
H -13.9421 -6.2066 18.4895
H -15.6632 -6.0833 18.0085
H -15.2454 -5.4989 19.5123
H -13.1474 -0.7242 18.9741
H -12.1459 -0.5605 17.7924
C -15.0818 1.5425 11.6066
C -16.0428 2.4541 12.3590
C -16.7926 3.5220 11.5234
O -15.8734 4.3508 10.8511
C -15.0066 5.1940 11.6437
N -17.0186 1.5723 13.0294
H -15.5714 1.0595 10.7609
H -14.7852 0.7570 12.3016
H -14.1985 2.0918 11.2807
H -15.4158 3.0162 13.0510
H -17.5340 4.0141 12.1530
H -17.3189 2.9382 10.7682
H -15.5623 6.0146 12.0976
H -14.2903 5.5577 10.9070
H -14.4143 4.5988 12.3387
H -16.5096 0.8618 13.5355
H -17.4854 1.1419 12.2439
C -13.5633 -2.0165 12.2005
C -12.4122 -1.0266 11.9579
C -11.0677 -1.6344 12.3904
O -10.7444 -2.7357 11.6073
C -9.6158 -3.4301 12.0750
N -12.3773 -0.7529 10.5265
H -13.6299 -2.3413 13.2388
H -13.4041 -2.8768 11.5504
H -14.5087 -1.5324 11.9555
H -12.5422 -0.1000 12.5171
H -11.0906 -1.9369 13.4374
H -10.2555 -0.9080 12.3614
H -9.3405 -4.1342 11.2898
H -9.7046 -3.8793 13.0642
H -8.8086 -2.7053 12.1804
H -11.7048 -0.0114 10.3925
H -11.9722 -1.5282 10.0215
*
```

Molecular weight (g mol⁻¹): 636.954
SMILES string: COC[C@H](C)N.COC[C@H](C)N.COC[C@H](C)N.COC[C@H](C)N.CCO.CCO.CCO.CCO.CO.CO.CO
Largest force on an atom (eV/A): 3.1
Relative energy (zero: lowest compared OMol25 entry of this formula, charge and spin) (kcal/mol): 26.3
Gap between HOMO and LUMO (eV): 9.5
Total energy (a.u.): -2123.160760

Here are the Löwdin charges for atoms 1 to 8, given in e:
1 C -0.149
2 O -0.170
3 H 0.072
4 H 0.054
5 H 0.066
6 H -0.039
7 C -0.160
8 O -0.143